Record 1
15
Properties=species:S:1:pos:R:3:forces:R:3 method="wB97M-V/def2-TZVPD" homo_lumo_gap_ha=0.290 lumo_ev=-0.499 charge=0 energy_ev=-27912.414 multiplicity=1
C -2.014 0.103 0.008 -1.2 -0.7 0.7
C -0.582 0.138 -0.298 -0.6 0.2 0.1
N 0.314 -0.038 0.574 -1.3 0.3 0.3
O 1.734 0.037 -1.606 -0.9 0.9 -2.3
O 2.620 2.598 0.991 -1.1 -2.1 -0.4
P 1.952 -0.374 -0.233 2.9 -1.9 2.6
S 1.527 -2.613 -0.090 0.6 0.8 0.4
H -2.263 -0.859 0.567 0.3 1.0 -0.9
H -2.241 0.889 0.757 -0.1 -0.1 -0.7
H -2.626 0.172 -0.914 0.2 0.1 0.8
H -0.120 0.278 -1.257 -0.5 0.0 -1.1
H 1.887 1.998 0.603 2.0 1.6 0.9
H 2.738 -2.627 0.513 -0.3 -0.4 -0.1
H -0.044 -0.103 1.521 0.7 -0.5 0.3
H 3.279 1.946 1.333 -0.8 0.7 -0.5

***

Record 2
14
Properties=species:S:1:pos:R:3:forces:R:3 method="wB97M-V/def2-TZVPD" homo_lumo_gap_ha=0.381 lumo_ev=0.908 charge=0 energy_ev=-9843.193 multiplicity=1
O 1.783 1.362 0.676 0.3 0.2 0.0
N 1.647 0.180 -0.088 -0.2 -0.1 -0.6
C 0.481 0.066 -0.589 0.5 0.0 0.1
C -0.103 -1.288 -0.839 0.2 -0.1 -0.2
C -0.942 -0.935 0.411 -0.2 0.3 0.1
C -0.821 0.660 -0.167 -0.1 -0.4 -0.1
O -0.829 1.895 0.457 -0.1 -0.3 0.6
H 2.618 1.217 1.139 -0.2 0.1 -0.2
H 0.602 -2.115 -0.856 -0.2 0.0 0.2
H -0.770 -1.311 -1.709 0.3 0.0 0.1
H -0.352 -1.033 1.328 0.0 0.1 -0.2
H -1.857 -1.533 0.520 -0.2 0.8 -0.2
H -1.544 0.720 -0.990 0.2 -0.3 0.1
H 0.085 2.116 0.707 -0.4 -0.3 0.1

***

Record 3
94
Properties=species:S:1:pos:R:3:forces:R:3 method="wB97M-V/def2-TZVPD" homo_lumo_gap_ha=0.232 lumo_ev=2.417 charge=-1 energy_ev=-154927.762 multiplicity=1
Cu -0.420 0.144 0.017 -0.3 -0.2 -0.2
Cl 6.307 -0.171 3.236 -0.1 0.0 0.0
C 4.770 0.275 2.522 0.0 0.0 0.0
C 3.590 -0.050 3.163 -0.1 0.0 0.0
C 2.384 0.307 2.589 0.0 0.0 0.2
Cl 0.929 -0.063 3.475 0.2 0.0 -0.1
C 2.255 0.987 1.345 0.0 0.0 0.1
O 1.131 1.292 0.820 -0.1 0.1 -0.2
C 3.518 1.320 0.779 0.0 0.1 -0.1
Cl 3.546 2.248 -0.698 0.0 -0.1 0.1
C 4.737 0.977 1.331 0.0 0.0 0.0
H 3.598 -0.573 4.110 0.0 0.0 0.0
H 5.651 1.258 0.829 0.0 0.0 0.0
C -2.349 -2.962 -3.590 0.0 0.0 0.0
Sb -1.235 -2.682 -1.763 0.1 0.0 0.0
C -1.971 -0.778 -1.098 0.1 0.2 -0.2
C -2.199 0.239 -2.143 0.2 0.0 0.3
C -2.691 1.526 -1.802 -0.1 0.0 0.0
C -2.888 2.482 -2.768 0.0 0.0 0.0
C -2.570 2.194 -4.095 0.0 -0.1 0.0
C -2.045 0.941 -4.344 0.0 0.0 0.0
N -1.866 -0.004 -3.423 0.0 -0.1 -0.1
Si -3.416 -1.198 -0.010 0.2 0.1 0.0
C -4.430 0.264 0.613 -0.1 0.2 0.0
C -4.735 -2.196 -0.934 0.0 -0.1 -0.1
C -2.893 -2.273 1.437 0.1 -0.1 0.1
C 0.826 -2.339 -2.625 -0.1 0.3 0.0
C 1.004 -0.891 -3.041 0.0 -0.3 0.1
C 1.359 -0.492 -4.336 0.0 0.0 0.0
C 1.433 0.852 -4.651 0.0 0.0 0.0
C 1.164 1.792 -3.671 0.0 0.1 0.0
C 0.902 1.326 -2.397 0.0 -0.1 0.0
N 0.850 0.033 -2.082 0.1 0.1 0.0
Si 1.096 -3.596 -4.009 0.0 0.1 0.1
C 2.923 -3.656 -4.463 0.1 0.0 0.0
C 0.180 -3.298 -5.632 0.0 0.0 -0.1
C 0.551 -5.330 -3.553 -0.1 -0.1 0.0
Si 1.987 -2.675 -1.135 0.0 0.0 -0.1
C 1.281 -2.240 0.533 -0.1 0.0 0.0
C 3.574 -1.720 -1.380 0.1 0.1 0.0
C 2.413 -4.493 -0.923 0.0 -0.1 0.0
H -3.343 -2.557 -3.409 0.0 0.0 0.0
H -2.424 -4.027 -3.818 0.0 0.0 0.0
H -1.907 -2.412 -4.410 0.0 0.0 0.0
H -2.878 1.754 -0.762 0.0 0.0 0.0
H -3.266 3.461 -2.492 0.0 0.0 0.0
H -2.695 2.917 -4.889 0.0 0.0 0.0
H -1.737 0.672 -5.352 0.0 0.0 0.0
H -4.938 0.739 -0.229 -0.1 0.0 0.0
H -3.854 1.029 1.138 -0.1 -0.1 -0.1
H -5.198 -0.116 1.295 0.0 0.0 0.0
H -5.048 -1.673 -1.843 0.0 0.0 0.0
H -5.622 -2.349 -0.311 0.0 0.0 0.0
H -4.366 -3.183 -1.231 0.0 0.0 0.0
H -1.969 -1.899 1.881 0.0 0.0 0.0
H -2.725 -3.296 1.093 0.0 0.0 0.1
H -3.667 -2.302 2.211 0.0 0.0 0.0
H 1.577 -1.223 -5.096 0.0 0.0 0.0
H 1.694 1.158 -5.658 0.0 0.0 0.0
H 1.187 2.855 -3.871 0.0 0.0 0.0
H 0.744 2.014 -1.575 0.0 0.0 0.0
H 3.304 -2.669 -4.735 0.0 0.0 0.0
H 3.070 -4.323 -5.318 0.0 0.0 0.0
H 3.538 -4.022 -3.640 0.0 0.0 0.0
H -0.012 -2.261 -5.895 0.0 0.0 0.0
H -0.781 -3.813 -5.619 0.0 0.0 0.0
H 0.789 -3.745 -6.425 0.0 0.0 0.0
H 1.139 -5.789 -2.764 0.0 0.0 0.0
H 0.645 -5.949 -4.452 0.0 0.0 0.0
H -0.497 -5.353 -3.246 0.0 0.0 0.0
H 0.960 -1.196 0.549 0.1 -0.1 0.2
H 2.056 -2.359 1.294 0.0 0.0 0.0
H 0.431 -2.870 0.804 0.0 0.0 0.0
H 3.371 -0.648 -1.445 0.0 0.0 0.0
H 4.099 -2.024 -2.288 0.0 0.0 0.0
H 4.239 -1.879 -0.526 0.0 0.0 0.0
H 1.512 -5.077 -0.724 0.0 0.0 0.0
H 3.053 -4.563 -0.038 0.0 0.0 0.0
H 2.946 -4.949 -1.757 0.0 0.0 0.0
C -3.446 0.463 4.042 -0.1 0.0 0.0
N -2.847 1.689 3.549 0.1 0.0 0.0
C -3.358 2.955 4.035 -0.1 -0.1 0.0
C -1.925 1.614 2.547 0.1 0.1 0.0
C -1.336 2.913 2.055 0.0 0.0 0.1
O -1.595 0.536 2.077 -0.2 0.1 0.0
H -3.546 0.517 5.128 0.0 0.0 0.0
H -2.809 -0.375 3.776 0.0 0.0 0.0
H -4.434 0.293 3.603 0.0 0.0 0.0
H -4.072 2.749 4.830 0.0 0.0 0.0
H -3.880 3.517 3.257 0.0 0.0 0.0
H -2.570 3.588 4.446 0.0 0.0 0.0
H -2.114 3.564 1.648 0.0 0.0 0.0
H -0.589 2.684 1.302 0.0 0.0 0.0
H -0.849 3.446 2.874 0.0 0.0 0.0